Density functional theory data (the ωB97M-V functional and the def2-TZVPD basis) for a cluster of 15 separate species, H30O15 in total.

Last column: natural (NBO) charge in e.
Atoms and positions in Å:
1 O 0.9860 -2.2514 2.1080  -0.98
2 H 0.1627 -2.6631 1.7278  0.46
3 H 0.8317 -1.3247 2.0911  0.48
4 O -1.5783 1.9272 3.5248  -0.99
5 H -1.5420 2.7805 3.9903  0.45
6 H -1.2290 2.0761 2.6226  0.49
7 O -1.6152 -0.2428 -2.2444  -0.93
8 H -2.5324 0.0506 -1.9913  0.49
9 H -1.3333 0.5578 -2.6352  0.47
10 O 1.9063 1.6026 -1.9399  -0.95
11 H 1.6924 2.1492 -2.6439  0.45
12 H 1.7086 0.7566 -2.1937  0.51
13 O -1.4913 -0.7142 2.4454  -0.95
14 H -1.5104 -1.4720 1.9230  0.48
15 H -1.4774 -1.0332 3.3390  0.47
16 O -2.3292 -2.9765 -1.8685  -0.94
17 H -3.2305 -2.8126 -1.9032  0.47
18 H -2.0047 -2.3247 -2.4725  0.49
19 O 1.0971 -2.5988 -1.1611  -0.90
20 H 0.2903 -2.1957 -0.9633  0.47
21 H 0.8898 -3.2613 -1.8001  0.46
22 O -1.4287 -2.9671 0.7178  -0.97
23 H -1.6780 -2.8979 -0.1826  0.49
24 H -1.6338 -3.8871 0.9160  0.48
25 O -0.3802 2.3542 1.3628  -0.96
26 H 0.4897 2.5364 1.1000  0.51
27 H -0.9372 2.8912 0.7309  0.49
28 O 1.4814 -0.7589 -3.2488  -0.95
29 H 1.1159 -1.4357 -2.6759  0.49
30 H 0.8400 -0.7093 -3.9241  0.45
31 O 1.9979 3.0106 0.5252  -1.01
32 H 2.7463 3.6655 0.4571  0.49
33 H 1.8764 2.5445 -0.3415  0.52
34 O 1.3455 0.2064 2.8407  -0.95
35 H 0.3737 0.1787 2.8573  0.49
36 H 1.5108 0.1376 3.7753  0.47
37 O 2.8396 -0.3520 0.1009  -0.97
38 H 1.9070 -0.4943 0.2042  0.49
39 H 3.1472 0.3063 0.7186  0.47
40 O -0.9359 2.9155 -1.3664  -0.94
41 H -1.0164 2.4871 -2.2352  0.46
42 H -0.4734 3.7453 -1.5521  0.48
43 O -0.0477 -0.1128 -0.1594  -1.02
44 H -0.7475 -0.1970 -0.8041  0.47
45 H -0.0839 0.8029 0.2279  0.50

Summary:
Multiplicity = 1
E_HOMO = -0.3336 hartree
Net charge = 0
E_LUMO = -0.9 eV
E_tot = -1146.542967 a.u.
Kohn-Sham gap = 8.21 eV
Molecular weight = 270.23 g/mol